# 1
126
Properties=species:S:1:pos:R:3:forces:R:3 method="wB97M-V/def2-TZVPD" relative_energy_kcal_mol=1.03 total_energy_ha=-8094.1509 gap_ev=5.03 total_charge=-2
Te 0.76900 0.27798 4.82575 0.03 -0.05 0.19
As -0.93284 -0.15802 -3.41909 -0.35 0.22 -0.60
Sc -0.47758 1.25769 -0.72313 0.49 -0.71 0.74
S -2.66560 2.79577 -0.17825 0.12 0.17 0.00
S -1.66846 4.03443 1.14962 0.00 0.10 0.14
S -0.23682 2.82310 2.00819 -0.11 0.00 -0.19
S 1.28823 2.64491 0.61734 -0.17 0.04 -0.18
S 0.70619 -0.76517 -0.85015 -0.10 0.40 0.21
P -2.36785 -0.70084 0.62665 -0.08 -0.02 0.01
Si 3.88845 1.57568 5.01357 0.08 0.00 -0.01
Si -0.77203 0.22615 7.78996 0.01 -0.03 0.06
O -2.01302 -2.26566 0.74076 0.00 0.05 0.05
O -2.09742 -0.39780 2.19769 0.07 -0.22 0.00
O -4.00578 -0.91444 0.58739 0.05 -0.15 0.08
N 0.87592 -2.19666 2.46749 -0.11 0.10 0.03
N -0.61727 1.54359 -2.77542 0.28 -0.13 -0.28
N 1.52488 -0.91721 2.41421 -0.08 0.28 -0.15
C -0.62150 -0.04543 -7.08605 0.06 0.07 0.05
C -5.27801 1.45105 -7.83671 0.00 -0.01 -0.01
C 1.76202 -3.34283 2.61614 -0.02 -0.06 -0.03
C 2.38230 0.84133 -3.67280 -0.03 -0.01 0.06
C -4.92525 0.07387 0.15890 0.01 0.13 -0.05
C 2.95022 -1.16106 -5.01610 0.00 0.01 0.01
C -0.08316 2.75258 -4.85844 0.04 0.02 0.00
C 0.84378 -4.56460 2.57502 0.04 0.04 -0.02
C 2.17448 1.81172 4.33328 -0.02 -0.04 -0.09
C 4.87577 3.16512 4.78385 -0.03 -0.07 0.00
C -2.94419 0.68065 -7.29484 -0.02 0.01 0.01
C -1.89761 -3.02884 -0.45453 0.03 0.04 -0.11
C -0.36862 2.69717 -3.48547 -0.19 0.00 0.01
C -3.41753 0.75419 -4.58273 -0.05 0.03 0.02
C -4.19809 1.06695 -6.86089 -0.01 0.01 -0.01
C -1.44872 1.20370 9.25598 0.01 -0.03 -0.07
C 0.16305 3.95472 -5.50188 0.01 0.03 -0.03
C -2.80952 0.65813 2.83279 0.00 0.13 0.00
C -0.12980 5.12061 -3.44296 0.01 0.03 -0.02
C -0.38107 3.92822 -2.79481 -0.04 0.04 0.10
C 1.96157 -0.43073 -4.35177 0.04 0.00 -0.03
C 3.78709 -3.13880 -6.33469 -0.01 -0.01 -0.01
C 0.65295 -0.92801 -4.33232 0.03 -0.04 0.16
C 2.71267 -3.38241 1.41511 -0.03 -0.05 -0.02
C 0.29932 -1.16442 8.46559 -0.04 0.04 -0.04
C 4.76435 0.21013 4.07155 -0.06 -0.01 0.06
C 0.24546 1.31322 6.67835 -0.07 -0.05 -0.04
C 2.55493 -3.33105 3.93202 -0.01 0.01 -0.04
C 0.14013 5.15555 -4.80851 0.01 0.02 -0.02
C -1.91997 0.34040 -6.41180 0.10 -0.12 -0.01
C 2.70016 -2.37833 -5.62315 -0.02 0.01 0.00
C 3.90574 1.15702 6.84912 -0.02 0.02 -0.05
C 0.40122 -2.19634 -4.88767 0.01 -0.03 0.03
C -4.41204 1.09791 -5.49385 0.00 -0.01 -0.03
C -2.13292 0.36863 -5.02171 0.02 -0.01 0.10
C 1.41422 -2.89297 -5.53079 0.01 0.02 -0.01
C -0.95493 -2.85039 -4.79659 -0.02 0.03 0.02
C -2.23294 -0.52917 6.88546 0.04 0.05 0.03
C -3.78706 0.85128 -3.12529 0.01 0.07 0.06
H 2.18909 -3.04058 0.51984 -0.01 0.01 0.00
H -2.06628 0.57273 9.89785 -0.03 -0.04 0.04
H 1.15968 -0.77183 9.01041 0.04 0.04 0.03
H 5.90821 3.03559 5.11600 0.05 0.00 0.02
H -2.72873 -1.26732 7.51939 -0.04 -0.03 0.02
H -0.02421 1.83293 -5.41553 -0.01 -0.09 -0.07
H 2.22016 1.82363 3.24139 0.00 0.01 -0.07
H 3.53661 -3.29449 -7.38699 0.00 0.00 -0.01
H -1.93067 -1.02668 5.96343 0.04 -0.05 -0.05
H -2.96875 0.22852 6.61219 -0.03 0.05 -0.01
H 0.08244 -4.49836 3.35548 -0.03 0.01 0.03
H -5.38156 1.40603 -5.11535 -0.02 0.00 0.01
H -3.79591 0.30221 3.14343 -0.02 0.00 0.00
H 1.14747 -0.46352 1.56769 0.12 -0.12 0.05
H 0.33283 6.09403 -5.31386 0.00 0.01 -0.01
H 2.50472 -1.05475 2.18648 0.01 -0.03 0.08
H 4.90995 0.86332 7.16248 0.04 -0.01 0.01
H 1.16144 1.60363 7.19630 0.05 0.00 0.00
H -5.43742 -0.27721 -0.73876 -0.02 0.00 -0.02
H -2.80727 -2.94576 -1.05964 0.01 -0.02 0.01
H 4.43878 3.98800 5.35185 -0.03 0.03 0.03
H -5.52201 0.62393 -8.50752 0.00 -0.01 -0.01
H 5.82717 0.18734 4.32133 0.04 -0.01 0.01
H -0.29189 2.22328 6.40356 -0.02 0.03 0.00
H -5.66197 0.22206 0.95257 -0.01 0.03 -0.01
H -1.02882 -2.69300 -1.02869 -0.03 -0.02 0.04
H -2.73615 0.65387 -8.36176 0.01 0.00 -0.02
H -4.96604 2.29366 -8.45749 0.00 0.01 -0.01
H 2.00543 0.85506 -2.64836 0.01 -0.01 -0.02
H 4.73315 -2.59914 -6.29075 0.02 0.01 0.00
H -0.60483 3.94227 -1.73096 0.03 -0.01 -0.13
H -2.22540 0.94678 3.70614 -0.02 0.01 -0.01
H 1.41617 -5.48198 2.73084 0.01 -0.02 0.00
H -0.94342 -3.81182 -5.31142 -0.01 -0.02 -0.01
H -0.72219 -1.01645 -7.57899 0.02 -0.03 0.02
H 3.14254 -2.41547 4.01992 -0.03 -0.05 -0.01
H -1.77771 -4.06756 -0.14413 0.03 0.02 -0.03
H -3.20982 1.63335 -2.62575 0.00 -0.03 0.00
H 0.68031 -1.78036 7.65007 0.02 -0.03 -0.04
H 3.95855 -0.75874 -5.03458 0.01 0.00 0.00
H -4.84416 1.09946 -3.02512 -0.02 -0.02 0.03
H 2.01083 1.72481 -4.19174 -0.01 0.00 0.02
H 4.89264 3.46146 3.73438 -0.01 0.00 -0.06
H 3.07460 -4.40033 1.25803 0.05 -0.04 0.02
H 3.93994 -4.12319 -5.88659 0.00 -0.01 0.01
H 0.21886 -0.11592 -6.40523 -0.03 0.05 -0.05
H 3.23609 -4.18462 3.98784 0.03 -0.01 0.00
H 4.67134 0.36600 2.99599 0.00 0.03 -0.06
H 3.22555 0.33078 7.06306 -0.01 -0.05 0.00
H -4.44132 1.03079 -0.04748 -0.04 -0.06 0.00
H 0.21753 -2.15587 3.24257 0.04 -0.05 0.02
H 4.34036 -0.76799 4.30483 0.00 0.04 0.01
H -0.64341 1.61711 9.86473 0.06 0.02 0.02
H 0.33704 -4.61253 1.61088 0.00 0.01 0.00
H -0.14889 6.03998 -2.86882 0.00 0.01 0.01
H 3.47122 0.89761 -3.64149 0.02 0.01 0.00
H -0.26760 -1.80591 9.14329 -0.02 -0.03 0.03
H -0.37619 0.68862 -7.85748 -0.02 0.00 -0.03
H -2.06574 2.03510 8.91185 -0.03 0.04 -0.02
H -3.59600 -0.08284 -2.59224 0.01 0.01 0.01
H 1.87687 -3.36767 4.78741 -0.02 -0.01 0.02
H -1.74114 -2.23421 -5.23828 -0.01 -0.01 -0.02
H -2.91712 1.52457 2.17399 -0.04 -0.04 0.06
H -6.19009 1.73998 -7.31426 -0.02 0.00 0.01
H -1.23081 -3.01936 -3.75249 -0.01 0.00 0.00
H 1.19317 -3.86477 -5.96313 -0.01 -0.02 -0.01
H 1.70858 2.75027 4.63374 -0.02 0.03 0.02
H 0.38404 3.94429 -6.56445 0.00 0.00 0.00
H 3.60405 2.01357 7.45473 -0.02 0.04 0.03
H 3.58963 -2.74862 1.56405 0.01 0.04 -0.02



# 2
67
Properties=species:S:1:pos:R:3:forces:R:3 method="wB97M-V/def2-TZVPD" relative_energy_kcal_mol=5.21 total_energy_ha=-2005.1309 multiplicity=5 s2=6.022 gap_ev="6.83 / 6.15" total_charge=0
Ir 0.34789 -0.17899 -0.61373 0.44 0.46 0.35
Te 2.62977 0.40964 -1.58600 -0.56 -0.20 0.13
Sb -0.79428 -2.15811 -2.02414 -0.11 -0.04 -0.48
N 1.08482 -0.95936 2.51152 -0.24 -0.18 0.18
N -1.64121 -2.60501 0.97175 0.12 -0.14 0.02
N -1.68698 2.15444 -1.44986 0.02 0.30 -0.01
N -0.94874 1.19998 -2.03145 -0.02 -0.04 -0.27
N -0.64804 0.96114 1.02351 0.24 -0.36 -0.73
N 1.33312 -1.22645 1.22500 0.08 -0.22 -0.36
N -2.35656 -1.86378 1.82003 -0.03 -0.03 0.08
C -6.15874 2.53896 0.53350 0.08 -0.13 0.00
C -2.49662 1.91009 -0.30948 -0.03 -0.15 0.26
C -4.17973 1.69723 1.86996 0.01 0.02 -0.04
C 0.35286 2.87972 4.01542 -0.03 0.00 0.04
C 1.78779 -3.04120 2.45522 0.05 -0.03 0.08
C 1.34276 -2.04039 3.28465 -0.01 -0.19 -0.07
C -0.06865 -4.14501 -2.40326 0.03 0.11 0.19
C -0.42368 1.75757 -3.11918 -0.13 0.04 0.10
C -2.86071 -2.69708 -1.85245 0.04 0.04 0.02
C -3.83755 2.26543 -0.40370 -0.03 -0.07 0.00
C 1.63528 2.32375 6.11946 0.09 0.04 -0.14
C 0.77422 0.34966 2.96816 -0.08 0.39 -0.07
C -1.94777 1.40774 0.88790 -0.10 -0.04 0.15
C -2.85257 1.33510 1.97525 0.07 0.03 -0.09
C -4.70764 2.16223 0.66858 -0.04 0.14 0.01
C -0.82373 3.09154 -3.23622 -0.04 0.06 -0.07
C -1.63406 3.31022 -2.14547 0.13 -0.01 -0.07
C -0.02511 1.24556 2.23352 0.04 0.02 0.19
C 1.30799 0.72107 4.20309 0.06 -0.02 -0.03
C -1.00974 -1.64936 -4.10708 0.08 -0.01 0.11
C -2.06294 -3.75877 2.86131 0.04 -0.10 0.02
C 1.08772 1.96342 4.76484 -0.07 -0.01 0.05
C -0.17691 2.52924 2.79584 0.07 -0.10 -0.04
C 1.76091 -2.47852 1.17508 0.06 0.03 0.14
C -2.63198 -2.51252 2.96875 -0.01 -0.04 0.05
C -1.45495 -3.75825 1.59284 -0.16 0.04 0.11
H -0.90626 -4.55269 1.11381 0.05 0.02 -0.03
H -2.46276 1.00647 2.93131 -0.01 -0.03 0.01
H -6.76193 1.66335 0.28192 -0.05 0.04 0.00
H 2.03010 -2.92092 0.23025 -0.06 0.06 -0.05
H -0.74997 3.25428 2.23242 0.00 0.01 -0.01
H 0.92603 2.94270 6.66891 0.00 -0.02 0.04
H 2.56336 2.89264 6.02712 0.01 -0.01 0.04
H -2.14927 4.19110 -1.80370 -0.04 -0.02 0.02
H -2.99924 -3.38099 -1.02052 0.00 0.03 0.02
H -4.20558 2.64069 -1.35230 0.04 -0.02 -0.03
H 0.08704 -4.69108 -1.47396 0.01 0.00 0.01
H -4.82061 1.61946 2.74132 0.00 0.00 0.01
H -2.61582 -0.92077 1.56897 0.06 0.03 -0.02
H -0.80760 -4.66963 -3.00715 -0.02 0.01 -0.01
H -2.07608 -4.55849 3.58097 -0.03 0.04 0.04
H -6.29686 3.27716 -0.25589 -0.04 0.01 0.01
H -0.04640 -1.47238 -4.58385 0.03 0.02 0.05
H 1.17365 -2.03950 4.34638 -0.01 0.09 0.01
H 1.93157 0.01012 4.73116 0.01 0.00 0.00
H -1.51373 -2.47098 -4.61627 0.01 -0.01 0.00
H -1.61999 -0.75090 -4.19376 0.02 0.00 0.02
H 2.07777 -4.03944 2.73247 -0.02 0.01 0.02
H 1.84555 1.43053 6.70660 0.01 0.02 0.03
H 0.87262 -4.09051 -2.94758 0.02 0.02 0.02
H 0.22955 1.18501 -3.75550 0.03 -0.03 0.05
H -3.46499 -1.80512 -1.69001 0.00 0.01 0.03
H 0.20252 3.88440 4.39426 -0.04 -0.01 0.01
H -3.20241 -2.05689 3.76040 0.00 0.05 -0.03
H -6.54298 2.95055 1.46651 -0.03 0.02 -0.02
H -0.54330 3.79560 -3.99929 -0.03 0.02 0.01
H -3.16793 -3.17688 -2.78123 0.02 0.04 -0.05



# 3
10
Properties=species:S:1:pos:R:3:forces:R:3 method="wB97M-V/def2-TZVPD" relative_energy_kcal_mol=0.00 total_energy_ha=-488.3398 smiles="N#Cc1[nH]c(=O)oc1[O-]" gap_ev=7.09 total_charge=-1
O 1.00348 2.08857 1.60654 0.52 -0.23 0.48
O 1.05433 -2.28228 0.22917 -0.04 1.20 -0.39
O 1.35100 -0.15748 1.09863 -1.01 0.66 -0.11
N -0.36066 0.94477 0.22009 -1.51 -0.19 -1.22
N -2.06492 -1.17290 -2.15767 0.94 0.77 0.19
C -0.44039 -0.31179 -0.38991 3.45 -3.44 0.75
C -1.27100 -0.70185 -1.43138 -1.17 -0.88 0.34
C 0.67070 1.06383 1.05187 1.22 -0.18 -0.29
C 0.71031 -1.11597 0.19732 -2.49 1.02 -0.30
H -0.65285 1.64509 -0.42467 0.11 1.26 0.55